No. 1
{
  "formula": "C4H5NOS",
  "method": "wB97M-V/def2-TZVPD",
  "lumo_energy_ha": 0.0097,
  "homo_lumo_gap_ev": 9.06,
  "charge": 0,
  "species": ["O", "C", "C", "N", "C", "S", "C", "H", "H", "H", "H", "H"],
  "positions_angstrom": [[1.08346, 1.05481, 1.91830], [0.50415, 0.41558, 1.06892], [1.46979, -0.36922, 0.01030], [0.98518, -0.61217, -1.11518], [-0.23120, -0.34860, -1.55925], [-1.55724, 0.59861, -0.61636], [-1.05035, 0.37605, 1.13958], [2.48704, -0.67952, 0.30813], [-0.07434, 0.31710, -2.41024], [-0.70354, -1.20805, -1.95985], [-1.63257, 1.13704, 1.82567], [-1.28039, -0.68164, 1.38998]],
  "forces_ev_per_angstrom": [[0.12, -0.14, -0.31], [1.22, 0.52, 1.57], [-2.85, 1.01, 1.37], [4.19, -1.80, 1.02], [-3.22, 2.29, -1.44], [0.11, 0.24, 0.17], [0.18, -0.85, -0.82], [-0.61, 0.50, -0.03], [-0.33, 0.06, -0.22], [-0.39, -1.07, -0.24], [1.79, -1.49, -1.35], [-0.21, 0.71, 0.29]]
}


No. 2
{
  "formula": "C4H5NOS",
  "method": "wB97M-V/def2-TZVPD",
  "lumo_energy_ha": 0.0252,
  "homo_lumo_gap_ev": 9.36,
  "charge": 0,
  "species": ["C", "S", "C", "C", "N", "O", "C", "H", "H", "H", "H", "H"],
  "positions_angstrom": [[1.94969, 0.56407, 0.13138], [1.22563, -1.14964, -0.37476], [-0.38717, -0.79037, -0.08520], [-0.88493, 0.68780, -0.37354], [-2.12144, 0.69472, -0.22899], [-2.55006, -0.53038, -0.16309], [-1.52284, -1.42980, 0.09954], [1.75551, 1.42469, -0.64356], [3.10879, 0.48045, 0.22337], [1.62679, 0.93221, 1.12043], [-0.22434, 1.63136, -0.25934], [-1.97563, -2.51510, 0.55375]],
  "forces_ev_per_angstrom": [[1.79, 0.62, -1.03], [2.55, 1.22, 0.84], [-0.49, 3.81, -1.14], [4.43, -0.97, 1.91], [-1.67, 2.46, -1.21], [-1.89, -2.98, 1.73], [-2.87, -2.86, 0.99], [0.31, -2.01, 1.26], [-2.08, -0.22, -0.38], [-0.25, -0.58, -0.44], [-1.61, -1.85, -0.68], [1.81, 3.37, -1.85]]
}


No. 3
{
  "formula": "C4H5NOS",
  "method": "wB97M-V/def2-TZVPD",
  "lumo_energy_ha": -0.0139,
  "homo_lumo_gap_ev": 8.31,
  "charge": 0,
  "species": ["C", "C", "N", "C", "O", "C", "S", "H", "H", "H", "H", "H"],
  "positions_angstrom": [[-1.48700, 0.97632, 0.84298], [-0.67932, -0.05801, 0.74764], [0.35100, -0.30841, -0.23790], [1.05136, -1.51030, -0.11028], [1.84622, -1.96065, -0.88412], [0.67258, 0.68389, -1.17544], [1.77162, 0.74212, -2.38107], [-2.28477, 0.91302, 1.59367], [-1.37459, 1.87096, 0.22813], [-0.71460, -0.84530, 1.50209], [0.80530, -2.05050, 0.82593], [0.04221, 1.54686, -0.95162]],
  "forces_ev_per_angstrom": [[-0.36, 0.45, 0.14], [0.96, -0.77, -0.20], [-0.06, 0.75, 0.08], [0.31, -0.68, 0.11], [-0.15, 0.33, 0.01], [0.03, -0.02, 0.10], [-0.72, -0.23, 0.84], [0.55, 0.35, -0.30], [-0.48, -0.35, 0.18], [-0.18, 0.01, -0.45], [-0.17, 0.24, -0.12], [0.28, -0.06, -0.38]]
}


No. 4
{
  "formula": "C4H5NOS",
  "method": "wB97M-V/def2-TZVPD",
  "lumo_energy_ha": [0.0208, -0.1104],
  "s_squared": 2.022,
  "spin_multiplicity": 3,
  "homo_lumo_gap_ev": [6.33, 6.75],
  "charge": 0,
  "species": ["C", "C", "C", "C", "N", "O", "S", "H", "H", "H", "H", "H"],
  "positions_angstrom": [[0.69821, 0.25155, 1.33621], [0.13969, -0.91337, 0.96806], [1.44079, 0.92051, 0.21668], [-1.30439, -0.21827, -1.27665], [1.40106, 0.22031, -0.91665], [1.88919, 2.05447, 0.32168], [0.30961, -1.02202, -0.81539], [0.90585, 0.46741, 2.34743], [-0.52834, -1.56736, 1.56947], [-1.43030, -0.01247, -2.38046], [-1.33980, 0.58000, -0.55984], [-2.18158, -0.76077, -0.81054]],
  "forces_ev_per_angstrom": [[1.97, 1.68, -1.61], [-1.38, -2.37, -1.07], [-2.93, -2.44, 4.79], [-1.44, -0.31, -0.23], [-0.21, -0.76, -2.91], [1.63, 2.36, -0.81], [-0.17, -0.02, 1.79], [-0.07, 0.69, 0.89], [0.84, 0.36, -0.85], [0.20, -0.03, 1.44], [0.42, 1.35, -0.41], [1.15, -0.50, -1.02]]
}


No. 5
{
  "formula": "C4H5NOS2",
  "method": "wB97M-V/def2-TZVPD",
  "lumo_energy_ha": -0.0114,
  "homo_lumo_gap_ev": 8.22,
  "charge": 0,
  "species": ["N", "C", "C", "C", "S", "C", "O", "S", "H", "H", "H", "H", "H"],
  "positions_angstrom": [[-1.81090, -1.50651, 1.28240], [-1.40022, -0.29705, 0.93251], [-0.27209, -0.00299, 0.17883], [0.01922, 1.38826, -0.11239], [-0.81169, 2.71368, 0.33756], [0.56490, -1.10196, -0.28772], [0.32452, -2.27534, -0.05718], [2.01185, -0.67397, -1.26015], [-1.25753, -2.32311, 0.98583], [-2.64350, -1.61659, 1.83942], [-2.02598, 0.53620, 1.27089], [0.94998, 1.55838, -0.69761], [2.38368, -1.95931, -1.42389]],
  "forces_ev_per_angstrom": [[0.22, -0.30, -0.09], [-0.17, -0.15, 0.05], [-0.14, 0.39, 0.04], [0.65, -0.22, -0.22], [-0.03, -0.04, -0.03], [0.07, 0.04, -0.10], [0.00, -0.08, 0.03], [0.04, -0.07, -0.02], [-0.31, 0.58, 0.15], [0.15, 0.02, -0.10], [0.30, -0.19, -0.15], [-0.62, -0.19, 0.33], [-0.16, 0.20, 0.09]]
}


No. 6
{
  "formula": "C4H5NOS2",
  "method": "wB97M-V/def2-TZVPD",
  "lumo_energy_ha": -0.0356,
  "homo_lumo_gap_ev": 8.05,
  "charge": 0,
  "species": ["C", "C", "C", "C", "H", "H", "H", "H", "H", "N", "O", "S", "S"],
  "positions_angstrom": [[1.02930, 0.71656, 0.77234], [-1.08013, -0.12619, -0.04130], [-1.76322, 1.19558, -0.32973], [-3.09801, 1.43225, -0.25950], [4.04948, 0.48818, -0.98590], [0.62524, 1.46860, 1.36868], [-1.22677, 2.06912, -0.77032], [-3.76732, 0.58975, -0.04776], [-3.39308, 2.46151, -0.80638], [2.25907, 0.84907, 0.61748], [0.21513, -0.26493, 0.26649], [2.84984, -0.33451, -0.47185], [-1.87169, -1.55364, 0.09288]],
  "forces_ev_per_angstrom": [[-0.64, 0.60, 0.05], [-2.03, -0.49, 0.95], [-0.05, 0.73, -0.52], [1.18, 0.99, -2.15], [-2.47, -1.71, 1.29], [-1.54, 0.90, 1.10], [0.34, -1.08, 0.65], [-0.11, 0.77, 0.21], [0.13, -2.62, 1.85], [0.70, -1.08, -1.26], [1.73, 0.90, -0.26], [3.16, 1.48, -1.41], [-0.39, 0.60, -0.50]]
}


No. 7
{
  "formula": "C4H5NOS2",
  "method": "wB97M-V/def2-TZVPD",
  "lumo_energy_ha": 0.0071,
  "homo_lumo_gap_ev": 8.93,
  "charge": 0,
  "species": ["C", "C", "S", "C", "S", "N", "C", "O", "H", "H", "H", "H", "H"],
  "positions_angstrom": [[-2.00009, 0.14046, 1.02758], [-0.96992, -0.37494, 0.33995], [-0.70786, -1.70626, -0.71130], [0.74134, -1.09332, -1.53909], [1.51981, -1.86718, -2.73277], [1.13721, 0.01219, -0.87769], [0.33492, 0.56768, 0.20098], [0.99148, 0.52649, 1.47086], [-2.80220, -0.49153, 1.15973], [-1.91169, 1.14741, 1.48755], [1.89951, 0.49478, -1.42549], [-0.08047, 1.61791, 0.04045], [1.84796, 1.02631, 1.55923]],
  "forces_ev_per_angstrom": [[2.45, 0.30, -0.59], [2.03, 3.28, -0.18], [-0.63, -1.49, -0.51], [-0.59, -0.19, 1.64], [-0.09, 0.02, -0.31], [1.02, 1.35, -1.33], [-1.03, 0.31, 0.77], [0.71, 0.22, -0.07], [-2.11, -0.76, 0.48], [-0.16, -1.04, -0.26], [-1.17, -0.26, 1.42], [0.97, -1.18, -0.29], [-1.39, -0.56, -0.76]]
}


No. 8
{
  "formula": "C4H5NOS2",
  "method": "wB97M-V/def2-TZVPD",
  "lumo_energy_ha": 0.0089,
  "homo_lumo_gap_ev": 7.64,
  "charge": 0,
  "species": ["C", "C", "S", "C", "S", "N", "C", "O", "H", "H", "H", "H", "H"],
  "positions_angstrom": [[1.62935, -1.33558, 0.16294], [0.34222, -0.53629, 0.10534], [-1.14693, -1.39534, 0.17861], [-2.16298, 0.02966, 0.15257], [-3.77323, 0.07893, 0.04696], [-1.31261, 1.10414, -0.03235], [0.00520, 0.86945, -0.22926], [0.67679, 1.99956, -0.22347], [1.92646, -1.72469, -0.83222], [1.41116, -2.08158, 0.90642], [2.60848, -0.86581, 0.46037], [-1.79799, 1.95923, -0.50241], [1.59408, 1.89832, -0.19350]],
  "forces_ev_per_angstrom": [[0.82, 0.97, -0.65], [0.18, 4.64, -1.86], [-0.71, -0.08, 0.59], [1.75, -0.13, -0.87], [-1.08, 0.02, 0.20], [-3.14, 1.61, -1.74], [1.00, -5.20, 2.72], [-0.86, 1.42, -0.53], [-0.62, -0.41, 0.54], [0.38, -0.82, -0.03], [-1.32, 0.33, 0.19], [1.33, -1.87, 1.49], [2.27, -0.48, -0.04]]
}


No. 9
{
  "formula": "C4H5NS",
  "method": "wB97M-V/def2-TZVPD",
  "lumo_energy_ha": [-0.0211, -0.0211],
  "homo_lumo_gap_ev": [7.25, 7.25],
  "charge": 0,
  "species": ["C", "C", "C", "C", "N", "S", "H", "H", "H", "H", "H"],
  "positions_angstrom": [[-2.31026, -0.36391, -0.40437], [0.16899, -0.84377, 1.61667], [-0.10151, -0.20851, 0.36502], [1.03425, 0.30212, -0.52955], [-1.24967, -0.06061, -0.06185], [1.65068, -1.03919, 2.19775], [-3.35907, 0.03767, -0.40843], [-0.65276, -1.27051, 2.16726], [0.81526, 0.36030, -1.64557], [2.00730, -0.18400, -0.16373], [1.28330, 1.34207, -0.25814]],
  "forces_ev_per_angstrom": [[-5.49, -0.23, -1.58], [-0.34, 0.15, -0.72], [5.68, 0.72, 0.45], [1.16, 0.60, 0.63], [-1.44, -0.26, 0.16], [1.05, -0.21, 0.73], [1.53, -0.15, 0.10], [-0.59, 0.05, 0.01], [0.29, -0.74, 1.49], [-1.47, 0.10, -1.24], [-0.37, -0.03, -0.03]]
}


No. 10
{
  "formula": "C4H5NS",
  "method": "wB97M-V/def2-TZVPD",
  "lumo_energy_ha": -0.0595,
  "homo_lumo_gap_ev": 7.52,
  "charge": 0,
  "species": ["C", "C", "C", "C", "N", "S", "H", "H", "H", "H", "H"],
  "positions_angstrom": [[2.23760, -0.95811, -0.65214], [-1.61074, 0.50863, 0.16310], [-1.90885, -0.76946, 0.00163], [1.64843, 0.15782, -0.10409], [2.43567, -1.93880, -1.21394], [2.63177, 1.37422, 0.45217], [-1.27911, 1.05131, -0.66129], [-1.81198, 0.80132, 1.21503], [-1.86577, -1.39136, 0.86852], [-2.06913, -1.12427, -0.99522], [1.59210, 2.28868, 0.92625]],
  "forces_ev_per_angstrom": [[-0.39, 0.51, 0.13], [-1.15, -1.49, 2.35], [0.39, 0.52, -0.48], [0.33, 1.69, 0.87], [0.67, -1.37, -0.67], [-1.98, 0.52, 0.36], [-0.08, 1.61, -0.90], [1.19, 0.82, -0.88], [-0.93, -0.65, 0.22], [0.44, -0.84, -0.29], [1.50, -1.33, -0.72]]
}